Record 1
C30H24CuF5N4O3S | wB97M-V/def2-TZVPD

Values from the calculation:
maximum force = 0.27 eV/A
net charge = +1
spin multiplicity = 2
electronic energy = -112658.7733 eV
gap between HOMO and LUMO (alpha / beta) = 7.173 / 4.827 eV

Geometry (Å):
Cu (1.031, 2.098, 1.371)
S (2.506, 6.365, 1.176)
F (4.388, 5.851, -4.304)
F (1.741, 4.281, -0.808)
F (4.402, 8.142, -0.249)
F (2.641, 4.046, -3.329)
F (5.276, 7.893, -2.780)
O (-4.975, -8.535, -2.640)
O (3.121, 1.931, 2.125)
O (1.044, 3.416, 3.155)
N (-1.667, -3.101, -1.633)
N (-0.352, 0.651, 2.181)
N (-2.520, -3.411, 0.403)
N (0.643, 1.030, -0.337)
C (0.189, 4.500, 3.491)
C (-4.334, -7.402, -2.285)
C (-1.774, -2.258, 0.464)
C (4.158, 2.641, 1.458)
C (2.605, 5.183, -1.270)
C (3.049, 5.051, -2.562)
C (-3.088, -5.093, -1.340)
C (2.312, 3.498, 3.789)
C (-3.588, -6.608, -3.154)
C (0.099, -0.760, -2.405)
C (-0.838, 0.525, 3.398)
C (1.124, 1.216, -1.554)
C (-1.684, -0.521, 3.774)
C (-0.425, -0.975, -1.122)
C (-4.457, -7.040, -0.941)
C (4.408, 7.030, -2.281)
C (-1.507, -1.350, 1.530)
C (3.955, 5.979, -3.071)
C (-2.017, -1.463, 2.833)
C (3.046, 2.205, 3.517)
C (-2.972, -5.464, -2.675)
C (-0.671, -0.255, 1.240)
C (-0.129, -0.058, -0.106)
C (3.952, 7.145, -0.984)
C (-3.838, -5.899, -0.482)
C (-1.263, -2.093, -0.801)
C (-4.894, -8.955, -3.991)
C (-2.421, -3.876, -0.883)
C (0.881, 0.346, -2.620)
C (3.034, 6.228, -0.422)
H (-2.394, -4.845, -3.347)
H (-3.482, -6.867, -4.196)
H (-3.860, -9.157, -4.278)
H (-5.327, -8.209, -4.661)
H (-0.064, 4.465, 4.554)
H (0.671, 5.454, 3.262)
H (1.727, 2.102, -1.701)
H (-5.039, -7.666, -0.283)
H (2.183, 3.625, 4.871)
H (3.987, 3.720, 1.485)
H (-2.672, -2.286, 3.091)
H (4.048, 2.238, 3.956)
H (-3.047, -3.838, 1.142)
H (-0.713, 4.402, 2.893)
H (4.157, 2.304, 0.424)
H (2.502, 1.365, 3.953)
H (-2.058, -0.576, 4.784)
H (-0.131, -1.469, -3.187)
H (1.305, 0.563, -3.589)
H (-0.540, 1.285, 4.111)
H (2.854, 4.373, 3.410)
H (5.125, 2.411, 1.912)
H (-3.954, -5.651, 0.566)
H (-5.472, -9.873, -4.050)

Cartesian forces, eV/Å:
Cu -0.02 -0.18 0.08
S -0.02 0.01 0.08
F 0.04 0.00 -0.11
F 0.02 0.01 -0.01
F 0.03 0.05 -0.01
F -0.06 -0.08 -0.04
F 0.07 0.09 -0.03
O 0.01 0.05 0.09
O -0.06 0.00 -0.07
O 0.04 -0.16 -0.13
N -0.05 0.01 0.15
N 0.12 0.08 -0.10
N 0.15 0.16 -0.17
N -0.04 0.09 0.17
C -0.02 0.09 -0.04
C -0.05 -0.08 -0.01
C 0.04 0.08 0.06
C 0.00 0.02 -0.07
C -0.07 -0.03 0.06
C 0.08 0.12 0.09
C 0.04 0.03 -0.03
C -0.02 0.06 0.11
C -0.03 -0.02 0.07
C 0.02 0.07 0.09
C 0.05 0.07 0.13
C 0.08 0.10 -0.04
C -0.01 -0.05 -0.09
C -0.04 -0.07 -0.07
C 0.09 0.11 -0.07
C -0.11 -0.11 0.08
C -0.06 -0.08 -0.01
C -0.05 0.00 0.13
C 0.03 0.06 0.02
C 0.00 0.00 0.08
C -0.06 -0.07 0.02
C -0.01 0.01 -0.12
C -0.07 -0.04 0.09
C 0.03 0.03 -0.03
C -0.03 -0.04 -0.02
C 0.01 0.00 0.01
C 0.01 -0.02 -0.07
C -0.06 -0.12 -0.08
C -0.06 -0.07 0.04
C 0.08 -0.05 -0.18
H 0.02 0.04 0.01
H -0.01 -0.03 -0.03
H -0.02 0.00 -0.02
H 0.02 -0.01 0.00
H 0.01 0.00 -0.01
H -0.03 -0.02 0.01
H -0.01 -0.03 -0.01
H -0.04 -0.06 0.02
H 0.01 -0.02 -0.03
H 0.01 0.02 0.01
H 0.00 -0.01 0.02
H 0.00 0.01 0.00
H -0.01 0.00 0.02
H -0.02 -0.01 0.01
H 0.01 -0.01 0.00
H -0.01 0.05 0.00
H -0.02 -0.01 0.03
H 0.00 -0.02 -0.04
H 0.01 0.00 -0.03
H -0.03 -0.01 0.00
H 0.01 -0.05 -0.01
H 0.01 0.00 0.00
H 0.01 0.02 0.04
H 0.02 0.02 -0.02

=====

Record 2
C3H12NS3 | wB97M-V/def2-TZVPD

Values from the calculation:
maximum force = 1.76 eV/A
net charge = +1
spin multiplicity = 1
electronic energy = -37294.7371 eV
gap between HOMO and LUMO = 9.277 eV

Geometry (Å):
S (-0.019, 1.193, -3.195)
S (0.368, 1.236, 1.676)
S (0.822, -0.562, 2.658)
N (0.382, -1.691, -0.315)
C (0.757, 0.065, -1.977)
C (-0.309, -0.792, -1.287)
C (-1.415, 1.359, 2.023)
H (-1.933, 0.514, 1.579)
H (1.489, -0.577, -2.519)
H (-0.266, -2.345, 0.161)
H (1.316, 0.683, -1.187)
H (-1.747, 2.309, 1.532)
H (-0.822, -1.445, -2.015)
H (-1.577, 1.437, 3.091)
H (0.895, 2.176, -3.058)
H (0.860, -1.122, 0.452)
H (-1.051, -0.154, -0.714)
H (1.152, -2.260, -0.776)
H (1.099, -0.026, 3.870)

Cartesian forces, eV/Å:
S 0.18 0.02 0.34
S -0.12 -0.67 0.31
S -0.14 0.91 0.24
N 1.43 -0.58 0.86
C 0.92 0.57 0.65
C -0.51 0.76 -0.30
C 0.16 0.91 -0.65
H -0.16 0.02 0.15
H -0.44 0.30 0.49
H 0.39 0.35 -0.31
H -0.82 -0.90 -1.15
H 0.22 -0.78 0.38
H 0.04 0.37 0.38
H -0.09 -0.08 0.05
H -0.21 -0.22 -0.03
H -0.62 -0.62 -1.03
H 0.89 -0.84 -0.70
H -1.19 0.75 0.57
H 0.07 -0.29 -0.24